The following is a DFT calculation (ωB97M-V/def2-TZVPD) of a cluster of 2 separate species, C6H10ClNO in total at a distorted geometry.

Computed properties:
Frontier orbital gap   0.354 Ha
LUMO   0.60 eV
ΔE to the lowest compared entry with this formula, charge and spin   75.0 kcal/mol
Net charge   0
SMILES string   C[C@H]1[C@@H](Cl)N1C.C=C=O
Spin multiplicity   1

Last columns: bonded neighbours and bond lengths (Å).
Atoms and positions in Å:
1 C -0.86055 1.90460 -0.61146  C2 1.435, H7 1.178, H8 1.123, H9 1.128
2 C -0.24340 0.64330 -0.90508  C1 1.435, C3 1.451, N5 1.478, H10 1.191
3 C -0.26630 -0.43237 0.06882  C2 1.451, Cl4 1.853, N5 1.399, H11 1.089
4 Cl -1.42565 -0.35047 1.51254  C3 1.853
5 N -0.91839 -0.64818 -1.14955  C2 1.478, C3 1.399, C6 1.464
6 C -2.35081 -0.62671 -1.45238  N5 1.464, H12 1.057, H13 1.124, H14 1.102
7 H -0.78837 2.64637 -1.52331  C1 1.178
8 H -0.35559 2.36634 0.27853  C1 1.123
9 H -1.93073 1.63476 -0.37938  C1 1.128
10 H 0.75711 0.79174 -1.53449  C2 1.191
11 H 0.55283 -1.10030 0.33140  C3 1.089
12 H -2.95332 -0.34012 -0.63318  C6 1.057
13 H -2.54227 0.03132 -2.34304  C6 1.124
14 H -2.66332 -1.67451 -1.58929  C6 1.102
15 C 3.28969 -1.42481 2.34546  C16 1.326, H18 1.103, H19 1.060
16 C 3.20961 -0.38372 1.52872  C15 1.326, O17 1.206
17 O 2.92853 0.56994 0.84688  C16 1.206
18 H 2.83743 -1.34574 3.34851  C15 1.103
19 H 3.72347 -2.26143 1.86029  C15 1.060

natural (NBO) population analysis, charges in e, atoms 1 to 2: -0.65, -0.09